Below is C15H24N4O5Sc as an isolated structure at a distorted geometry, with properties calculated with the ωB97M-V functional and the def2-TZVPD basis.

Geometry as XYZ:
```
49
Properties=species:S:1:pos:R:3:forces:R:3
O 0.0550 -2.0025 -4.0433 0.1 0.5 1.1
H -0.3999 -2.2814 -3.2197 0.3 0.1 -0.7
Sc -0.1271 0.1313 0.3975 -0.5 -2.8 -2.4
N -1.4590 1.7867 0.4433 -2.2 1.7 1.3
N -1.1286 0.0114 2.3172 -1.9 0.9 2.3
O -1.5561 2.7497 -0.6137 -0.3 -1.3 1.8
O -0.9674 -1.0532 3.2800 -0.4 1.8 -1.4
C -2.2097 1.9411 1.5614 1.6 2.8 -6.0
C -2.0432 0.9905 2.5638 3.3 -5.6 2.4
C -3.1208 3.0887 1.6911 -1.1 0.8 0.6
C -2.7808 1.0072 3.8296 -1.1 0.5 1.1
H -3.4200 3.5861 0.7553 0.5 -0.5 0.2
H -2.6757 3.8679 2.3413 -0.1 -0.4 -0.2
H -4.0524 2.7602 2.1793 0.3 0.2 0.0
H -2.3502 0.4309 4.6637 0.1 0.0 -0.8
H -3.8152 0.6376 3.6813 0.4 0.2 0.0
H -2.8670 2.0484 4.1861 -0.1 -0.3 -0.2
H -1.2575 2.2576 -1.4111 -0.2 0.3 0.5
H -0.3359 -1.6705 2.8389 -0.7 0.5 0.2
O 1.1597 1.5213 1.7205 0.4 -0.2 0.6
H 0.9888 1.7536 0.7947 0.6 0.8 0.6
H 0.5796 0.8168 2.1096 0.8 1.5 0.4
C -1.4191 -1.2540 -0.3138 -0.6 -0.1 0.5
H -1.8771 -1.7656 -1.1209 -0.1 -0.4 -1.0
H -2.2239 -0.6307 0.1464 -0.1 -0.4 0.0
H -1.1195 -2.0044 0.4425 -0.3 -0.1 0.0
O -1.4793 1.4227 -3.9047 -0.7 2.3 0.6
H -1.0744 0.6856 -4.3052 0.9 -2.0 -0.8
H -1.7110 1.1351 -3.0291 -0.4 -0.7 0.2
C 1.7189 1.3095 -3.4771 -0.1 0.0 0.3
C 2.4334 0.1551 -3.7200 -0.3 0.3 0.1
C 2.4441 -0.8528 -2.7662 -0.6 -0.9 0.7
C 1.7179 -0.7340 -1.5571 0.5 1.5 -1.9
N 0.9633 0.4109 -1.3831 1.0 0.6 -0.4
C 0.9905 1.4146 -2.2923 0.6 -0.7 -0.3
C 1.9301 -1.6617 -0.4388 0.8 -1.1 1.7
C 2.8718 -2.7213 -0.5101 -0.2 0.3 -0.2
C 3.2796 -3.4030 0.6324 -0.2 0.3 -0.4
C 2.7854 -3.0194 1.8645 -0.5 0.5 0.4
C 1.8394 -1.9949 1.9235 0.8 -0.8 -0.8
N 1.3855 -1.3893 0.8028 0.9 0.2 -0.1
H 1.7175 2.1334 -4.1782 -0.1 -0.1 0.0
H 2.9991 0.0530 -4.6391 -0.1 -0.1 0.1
H 3.0738 -1.7176 -2.9624 -0.4 0.2 0.1
H 0.4876 2.3757 -2.1150 0.1 -0.7 0.3
H 3.3514 -2.9883 -1.4471 -0.3 0.1 0.1
H 4.0194 -4.1951 0.5695 -0.1 0.1 -0.1
H 3.1341 -3.4781 2.7812 0.0 0.0 -0.1
H 1.5449 -1.6646 2.9303 -0.2 0.1 -0.7
```
Forces are in eV/Å.

- Highest occupied orbital energy (spin up / spin down): -0.3111 / -0.3027 Ha
- Frontier orbital gap (spin up / spin down): 2.512 / 2.188 eV
- Charge: +1
- Energy relative to the best compared isomer or geometry (same formula, charge and spin): 76.79 kcal/mol
- Energy: -52829.380 eV

These are the Mulliken partial charges, in e, on atoms 1 to 4:
1. O -0.8991
2. H 0.1177
3. Sc -1.0613
4. N 0.5843


Below is a 2-piece molecular cluster, C6H14NO2S overall at a distorted geometry, with properties calculated with the ωB97M-V functional and the def2-TZVPD basis.

Geometry as XYZ:
```
24
Properties=species:S:1:pos:R:3:forces:R:3
C -0.4494 -0.1694 0.7895 -3.5 2.4 0.6
C -0.2754 2.6398 0.8171 -0.7 -2.1 2.3
C 1.8881 -0.0734 0.9841 2.1 0.3 -0.8
C 0.8269 -0.4207 -1.3411 2.2 -2.3 1.1
C 0.4215 -2.2575 0.3761 1.6 2.1 -0.7
C 0.7045 -0.7144 0.1405 0.8 -1.2 0.8
N -2.0904 0.6519 -1.6137 -2.9 1.2 3.0
O -2.2770 -1.6431 -0.3387 -0.7 -0.9 -0.8
O -3.0054 0.4502 0.7473 -0.3 0.0 -0.2
S -2.0311 -0.2605 -0.0481 1.5 2.0 0.8
H -1.1970 2.3841 1.3452 0.2 0.3 -0.5
H 0.5788 2.6311 1.4781 0.2 0.2 -0.4
H -0.2869 3.0643 -0.1286 0.1 0.7 -1.5
H 1.9143 1.0341 0.8709 -0.7 -0.7 0.0
H 1.9309 -0.2533 2.0582 -0.9 -0.3 0.0
H 2.9766 -0.2720 0.7225 -1.1 -0.7 -0.5
H 1.0644 0.5955 -1.2711 0.2 1.8 -1.2
H 1.6851 -1.0586 -1.6768 -0.4 0.8 -0.3
H -0.0412 -0.7455 -1.8738 -0.3 0.0 -0.4
H -0.0227 -2.3402 1.3153 -0.4 -0.7 1.6
H -0.2281 -2.5999 -0.3585 -1.5 -0.3 -1.2
H 1.2966 -2.8026 0.2056 1.8 -1.0 0.4
H -1.1977 0.4887 -1.9275 2.4 0.3 -1.3
H -2.1853 1.6711 -1.2727 0.4 -2.1 -0.8
```
Forces are in eV/Å.

- Highest occupied orbital energy (spin up / spin down): -0.1195 / -0.1057 Ha
- Frontier orbital gap (spin up / spin down): 6.816 / 6.443 eV
- Charge: -1
- Energy relative to the best compared isomer or geometry (same formula, charge and spin): 88.91 kcal/mol
- Energy: -22864.174 eV

These are the Mulliken partial charges, in e, on atoms 1 to 4:
1. C -1.1429
2. C -1.1208
3. C -1.5645
4. C -2.1926


Question: Which of these has the highest energy relative to the best compared isomer or geometry (same formula, charge and spin)?
Answer: C6H14NO2S


Question: The lowest energy belongs to which entry?
Answer: C15H24N4O5Sc


Question: What is the charge in the second record?
Answer: -1


Question: What is the charge in the first record?
Answer: +1